DFT (wB97M-V/def2-TZVPD) results for 2 unconnected molecules or ions with the total composition C5H10N2O at a distorted geometry.

Bonds (Å) are listed after each position.
Positions of all 18 atoms, in Å:
1 C -0.27 1.00 1.29  C2 1.502, H5 1.089, H6 1.086, H7 1.090
2 C -0.48 -0.45 1.00  C1 1.502, C3 1.618, O4 1.207
3 C 0.51 -1.39 1.87  C2 1.618, H8 1.088, H9 1.088, H10 1.089
4 O -1.47 -0.95 0.51  C2 1.207
5 H -1.04 1.37 1.96  C1 1.089
6 H 0.72 1.21 1.69  C1 1.086
7 H -0.30 1.58 0.36  C1 1.090
8 H 0.24 -2.44 1.77  C3 1.088
9 H 1.57 -1.23 1.66  C3 1.088
10 H 0.32 -1.10 2.90  C3 1.089
11 C 1.95 0.98 -1.73  C12 1.210, H15 1.052
12 C 1.02 0.21 -1.68  C11 1.210, N13 1.351
13 N -0.22 -0.30 -1.84  C12 1.351, N14 1.425, H16 1.018
14 N -1.32 0.58 -2.06  N13 1.425, H17 1.020, H18 1.017
15 H 2.88 1.45 -1.85  C11 1.052
16 H -0.33 -1.29 -1.64  N13 1.018
17 H -1.98 0.47 -1.28  N14 1.020
18 H -1.78 0.30 -2.92  N14 1.017

gap between HOMO and LUMO	9.202	eV
spin multiplicity	1
total charge	0
energy relative to the best compared isomer or geometry (same formula, charge and spin)	4.1518	eV
SMILES	CC(C)=O.C#CNN
LUMO energy	0.880	eV